{
  "formula": "C17H33N5O4P",
  "method": "the ωB97M-V functional and the def2-TZVPD basis",
  "homo_ev": -10.01,
  "max_force_ha_per_bohr": 0.1487,
  "total_charge": 1,
  "e_tot_ev": -43082.92659,
  "symbols": ["C", "C", "O", "O", "C", "C", "C", "N", "C", "C", "C", "C", "C", "O", "C", "N", "H", "H", "H", "H", "H", "H", "H", "H", "H", "H", "H", "H", "H", "H", "H", "O", "P", "N", "C", "C", "N", "C", "C", "N", "C", "C", "H", "H", "H", "H", "H", "H", "H", "H", "H", "H", "H", "H", "H", "H", "H", "H", "H", "H"],
  "xyz": [[-2.904, -3.092, 4.359], [-1.387, -2.856, 4.687], [-1.018, -1.768, 5.027], [-0.593, -3.975, 4.582], [0.800, -3.683, 4.779], [1.589, -4.880, 4.124], [1.245, -4.988, 2.576], [1.734, -3.739, 1.923], [3.026, -3.597, 1.579], [3.674, -2.465, 0.986], [2.739, -1.341, 0.745], [3.199, -0.005, 0.157], [3.827, 0.818, 1.365], [4.742, 0.295, 1.937], [1.375, -1.676, 1.141], [0.875, -2.775, 1.687], [-2.955, -3.424, 3.297], [-3.500, -2.187, 4.586], [-3.213, -3.962, 4.992], [1.047, -3.573, 5.866], [1.101, -2.725, 4.283], [1.392, -5.840, 4.657], [2.681, -4.629, 4.168], [1.847, -5.812, 2.122], [0.152, -5.123, 2.437], [3.683, -4.468, 1.813], [4.748, -2.409, 0.728], [3.944, -0.122, -0.668], [2.314, 0.531, -0.272], [3.418, 1.807, 1.701], [0.624, -0.872, 0.955], [0.492, 2.163, -1.516], [-0.912, 2.227, -2.135], [-0.320, 2.329, -3.751], [-0.783, 3.161, -4.842], [0.293, 1.104, -4.262], [-1.254, 3.785, -1.449], [-0.897, 5.016, -2.134], [-0.853, 3.916, -0.047], [-2.564, 2.148, -2.692], [-2.994, 0.903, -3.320], [-3.559, 3.200, -2.761], [-1.766, 2.864, -5.230], [-0.088, 3.114, -5.683], [-0.814, 4.215, -4.581], [-0.463, 0.387, -4.606], [0.892, 0.615, -3.491], [0.972, 1.310, -5.093], [0.156, 5.030, -2.445], [-1.072, 5.887, -1.498], [-1.532, 5.190, -3.003], [0.220, 4.117, 0.060], [-1.082, 3.005, 0.513], [-1.400, 4.730, 0.434], [-2.941, 0.965, -4.412], [-4.018, 0.642, -3.041], [-2.366, 0.071, -2.995], [-3.378, 3.869, -3.606], [-3.611, 3.785, -1.845], [-4.565, 2.787, -2.888]]
}


{
  "formula": "C6H10N2O",
  "method": "the ωB97M-V functional and the def2-TZVPD basis",
  "e_above_lowest_kj_mol": 367.8,
  "homo_ev": -7.57,
  "max_force_ha_per_bohr": 0.0585,
  "e_tot_ev": -11408.27561,
  "symbols": ["C", "C", "C", "C", "C", "N", "C", "N", "O", "H", "H", "H", "H", "H", "H", "H", "H", "H", "H"],
  "xyz": [[0.557, 0.321, -2.049], [-2.059, -0.846, 0.658], [-0.165, -0.727, -1.254], [1.529, -0.134, 0.742], [-0.809, -0.051, 0.383], [-0.855, 1.315, 0.651], [2.608, 0.069, 1.455], [0.402, -0.694, 0.580], [-0.615, -1.746, -1.683], [-0.082, 1.737, 1.148], [-1.716, 1.791, 0.430], [-0.185, 0.793, -2.693], [1.011, 1.082, -1.418], [1.340, -0.123, -2.662], [-2.241, -0.881, 1.735], [-1.959, -1.859, 0.281], [-2.917, -0.383, 0.166], [2.629, -0.076, 2.531], [3.528, 0.411, 1.002]]
}


{
  "formula": "C22H36BF6N3O7S",
  "method": "the ωB97M-V functional and the def2-TZVPD basis",
  "homo_ev": -8.88,
  "max_force_ha_per_bohr": 0.0191,
  "smiles": "CCOC[C@](C#N)(CNC)[C@](C#N)(CSCC)B(O)OCC.CCOC(=O)C(F)(F)F.CCOC(=O)C(F)(F)F",
  "e_tot_ev": -70018.28771,
  "symbols": ["C", "C", "O", "C", "C", "C", "N", "C", "N", "C", "C", "C", "N", "C", "S", "C", "C", "B", "O", "O", "C", "C", "H", "H", "H", "H", "H", "H", "H", "H", "H", "H", "H", "H", "H", "H", "H", "H", "H", "H", "H", "H", "H", "H", "H", "H", "H", "H", "C", "C", "O", "C", "O", "C", "F", "F", "F", "H", "H", "H", "H", "H", "C", "C", "O", "C", "O", "C", "F", "F", "F", "H", "H", "H", "H", "H"],
  "xyz": [[-1.175, 6.630, 2.033], [-0.165, 6.030, 1.045], [0.062, 4.654, 1.365], [-0.085, 3.806, 0.252], [0.079, 2.321, 0.630], [1.525, 2.075, 0.814], [2.643, 1.899, 1.012], [-0.395, 1.465, -0.609], [-0.276, 2.164, -1.883], [-1.500, 2.264, -2.666], [-0.680, 1.866, 1.927], [-0.925, 0.405, 1.847], [-0.922, -0.736, 1.703], [-2.058, 2.584, 1.947], [-3.312, 1.692, 2.912], [-4.811, 2.720, 2.696], [-4.783, 3.657, 1.491], [0.152, 2.105, 3.299], [0.349, 3.359, 3.811], [0.666, 1.007, 3.955], [0.403, 0.874, 5.349], [-1.055, 0.504, 5.660], [-1.756, 5.848, 2.520], [-1.847, 7.325, 1.528], [-0.671, 7.189, 2.820], [-0.512, 6.109, 0.015], [0.784, 6.549, 1.186], [-1.046, 3.966, -0.250], [0.703, 4.033, -0.469], [-1.427, 1.146, -0.472], [0.267, 0.599, -0.639], [0.485, 1.803, -2.433], [-2.009, 3.221, -2.515], [-2.198, 1.438, -2.498], [-1.240, 2.237, -3.726], [-2.413, 2.611, 0.916], [-1.954, 3.613, 2.278], [-5.639, 2.026, 2.562], [-4.968, 3.316, 3.594], [-5.748, 4.141, 1.341], [-4.017, 4.428, 1.583], [-4.559, 3.116, 0.568], [1.281, 3.502, 4.012], [1.035, 0.078, 5.739], [0.657, 1.779, 5.905], [-1.518, 0.003, 4.811], [-1.064, -0.217, 6.480], [-1.641, 1.362, 5.983], [-0.303, -3.520, 0.500], [0.440, -4.825, 0.675], [-0.168, -5.901, -0.080], [0.081, -5.917, -1.375], [0.759, -5.143, -1.992], [-0.603, -7.134, -2.022], [-1.875, -7.246, -1.629], [0.040, -8.258, -1.676], [-0.583, -7.036, -3.348], [-1.354, -3.639, 0.763], [0.126, -2.753, 1.131], [-0.258, -3.181, -0.535], [0.402, -5.149, 1.712], [1.489, -4.732, 0.396], [2.945, -4.984, -3.645], [4.406, -4.612, -3.766], [4.867, -4.654, -5.136], [4.539, -3.620, -5.892], [3.916, -2.654, -5.563], [5.125, -3.808, -7.304], [4.879, -5.036, -7.775], [6.453, -3.632, -7.278], [4.606, -2.926, -8.152], [2.766, -5.962, -4.096], [2.642, -5.019, -2.602], [2.309, -4.266, -4.160], [5.026, -5.332, -3.235], [4.608, -3.627, -3.344]]
}


{
  "formula": "C4H7NO",
  "method": "the ωB97M-V functional and the def2-TZVPD basis",
  "e_above_lowest_kj_mol": 264.7,
  "homo_ev": -9.72,
  "max_force_ha_per_bohr": 0.0464,
  "smiles": "CC(=O)[C@H]1CN1",
  "e_tot_ev": -7796.90096,
  "symbols": ["C", "C", "O", "C", "C", "N", "H", "H", "H", "H", "H", "H", "H"],
  "xyz": [[2.120, -0.309, 0.441], [0.645, 0.192, 0.280], [0.409, 1.281, 0.770], [-0.526, -0.468, -0.481], [-2.103, -0.135, -0.073], [-1.495, 0.618, -1.079], [2.525, -1.030, -0.276], [2.268, -0.735, 1.443], [2.761, 0.584, 0.417], [-0.194, -1.079, -1.328], [-2.237, 0.315, 0.919], [-2.994, -0.724, -0.365], [-1.177, 1.490, -0.669]]
}


{
  "formula": "C17H51N7O13",
  "method": "the ωB97M-V functional and the def2-TZVPD basis",
  "e_above_lowest_kj_mol": 0.0,
  "homo_ev": -9.41,
  "max_force_ha_per_bohr": 0.0737,
  "smiles": "COCCNCCOC.NC(N)=O.NC(N)=O.NC(N)=O.OCCO.OCCO.OCCO.OCCO",
  "e_tot_ev": -55504.25059,
  "symbols": ["C", "O", "C", "C", "N", "C", "C", "O", "C", "H", "H", "H", "H", "H", "H", "H", "H", "H", "H", "H", "H", "H", "H", "H", "N", "C", "N", "O", "H", "H", "H", "H", "N", "C", "N", "O", "H", "H", "H", "H", "N", "C", "N", "O", "H", "H", "H", "H", "O", "C", "C", "O", "H", "H", "H", "H", "H", "H", "O", "C", "C", "O", "H", "H", "H", "H", "H", "H", "O", "C", "C", "O", "H", "H", "H", "H", "H", "H", "O", "C", "C", "O", "H", "H", "H", "H", "H", "H"],
  "xyz": [[9.316, 8.388, 12.311], [8.676, 9.469, 12.917], [9.560, 10.602, 13.052], [8.614, 11.764, 13.449], [9.229, 12.974, 14.050], [10.239, 13.578, 13.151], [10.974, 14.561, 13.964], [11.520, 13.969, 15.144], [12.212, 14.943, 15.973], [10.173, 8.073, 12.877], [9.618, 8.699, 11.259], [8.496, 7.680, 12.277], [9.899, 10.792, 12.022], [10.325, 10.480, 13.805], [7.822, 11.428, 14.176], [8.026, 12.041, 12.555], [9.655, 12.783, 14.967], [9.778, 14.067, 12.297], [11.042, 12.786, 12.717], [10.288, 15.368, 14.295], [11.805, 15.068, 13.396], [12.580, 14.379, 16.819], [11.467, 15.748, 16.257], [12.972, 15.492, 15.388], [10.559, 23.140, 13.722], [9.809, 22.009, 13.750], [9.383, 21.654, 14.968], [9.542, 21.389, 12.691], [10.533, 23.644, 14.589], [10.950, 23.504, 12.867], [8.781, 20.826, 15.029], [10.048, 21.834, 15.669], [13.135, 22.876, 9.690], [12.120, 22.953, 10.588], [11.240, 21.862, 10.424], [11.933, 23.867, 11.379], [13.865, 23.498, 9.975], [13.272, 22.151, 9.061], [11.349, 21.188, 9.590], [10.383, 21.823, 10.971], [12.059, 18.485, 8.801], [12.930, 19.450, 9.212], [13.327, 19.282, 10.500], [13.268, 20.401, 8.504], [11.405, 18.099, 9.447], [11.722, 18.565, 7.863], [13.566, 20.089, 11.105], [12.981, 18.496, 11.056], [6.606, 14.471, 14.610], [6.976, 15.714, 14.062], [6.505, 15.713, 12.617], [7.326, 14.734, 11.941], [7.416, 13.886, 14.547], [6.390, 16.468, 14.640], [8.036, 15.945, 14.215], [6.609, 16.674, 12.061], [5.428, 15.505, 12.522], [7.144, 13.868, 12.268], [10.633, 16.443, 11.047], [9.591, 17.024, 11.819], [8.893, 18.303, 11.194], [8.144, 19.035, 12.089], [10.187, 15.880, 10.414], [8.871, 16.308, 12.113], [10.090, 17.360, 12.724], [8.282, 17.871, 10.387], [9.542, 18.996, 10.619], [8.719, 19.771, 12.376], [5.395, 20.688, 16.867], [5.534, 21.223, 15.603], [5.720, 20.184, 14.474], [7.091, 19.714, 14.580], [6.131, 20.083, 17.002], [4.617, 21.764, 15.332], [6.355, 21.910, 15.504], [5.523, 20.766, 13.574], [4.978, 19.363, 14.623], [7.289, 19.170, 13.819], [7.336, 12.366, 10.603], [8.360, 12.102, 9.613], [9.427, 13.152, 9.678], [8.852, 14.461, 9.343], [6.684, 12.936, 10.231], [8.645, 11.127, 9.911], [7.972, 11.921, 8.632], [10.193, 12.985, 8.897], [9.917, 13.220, 10.647], [8.129, 14.672, 10.002]]
}


{
  "formula": "C3H3Cl2F3",
  "method": "the ωB97M-V functional and the def2-TZVPD basis",
  "e_above_lowest_kj_mol": 87.7,
  "homo_ev": -11.15,
  "max_force_ha_per_bohr": 0.0323,
  "smiles": "FC(F)[C@@H](F)C(Cl)Cl",
  "e_tot_ev": -36356.77785,
  "symbols": ["F", "C", "F", "C", "F", "C", "Cl", "Cl", "H", "H", "H"],
  "xyz": [[-1.048, -0.903, -1.929], [-1.566, -0.047, -0.996], [-2.199, -0.795, -0.067], [-0.487, 0.738, -0.286], [-1.080, 1.572, 0.680], [0.504, -0.096, 0.508], [1.497, 0.960, 1.500], [1.484, -1.181, -0.454], [-2.338, 0.660, -1.430], [0.020, 1.418, -0.983], [-0.121, -0.772, 1.114]]
}